# C5H11NO

2 unconnected molecules or ions with the total composition C5H11NO in a non-equilibrium geometry (ωB97M-V with the def2-TZVPD basis set, OMol25).

Structure (XYZ):
```
18
Properties=species:S:1:pos:R:3
C -1.0236 2.0494 -1.6810
N -0.3606 0.9542 -1.0405
C -0.9289 0.2714 -0.1629
O -2.0325 0.0863 0.5176
C -0.6009 -0.8363 0.6698
C 0.0209 -0.6932 2.0259
H -1.0232 1.8729 -2.7610
H -0.4428 2.9569 -1.4926
H -2.0505 2.1872 -1.3291
H -0.7357 -1.8432 0.2794
H 0.6211 -1.5580 2.3352
H 0.6292 0.2110 2.1281
H -0.8451 -0.6223 2.6789
C 1.7460 -1.0198 -0.4134
H 0.9602 -0.3012 -0.6459
H 2.4707 -0.4990 0.2129
H 2.1331 -1.2571 -1.3976
H 1.4625 -1.9593 0.0764
```

**Net charge**: 0
**Highest occupied orbital energy**: -9.716 eV
**Structure (SMILES)**: C/N=C1\O[C@@H]1C.C
**Frontier orbital gap**: 10.6 eV

Löwdin charges in e:
1. C -0.111
2. N 0.024
3. C -0.527
4. O 0.088
5. C -0.118
6. C -0.050
7. H 0.078
8. H 0.078
9. H 0.078
10. H 0.143
11. H 0.089
12. H 0.098
13. H 0.089
14. C -0.047
15. H -0.021
16. H 0.042
17. H 0.035
18. H 0.032

---

# C30H39BBr69N4O3

A molecular structure, C30H39BBr69N4O3 in a non-equilibrium geometry (ωB97M-V with the def2-TZVPD basis set, OMol25).

Structure (XYZ):
```
146
Properties=species:S:1:pos:R:3
C -6.3456 3.1720 -1.8668
C -5.4114 1.9739 -1.9352
O -4.0421 2.3457 -2.0967
C -3.1962 2.1534 -0.9922
C -2.1268 1.0727 -1.1840
O -0.8984 1.7930 -1.3308
N 0.2102 0.9544 -1.2177
B 0.3200 -0.4686 -1.7434
C 0.7206 -1.6732 -0.8574
O 0.0654 -0.6585 -3.0759
C 1.2602 1.5774 -0.6604
N 2.4806 1.0528 -0.4473
C 3.1816 2.0577 0.0947
N 2.4515 3.1700 0.2148
N 1.1964 2.8778 -0.2602
H -5.8504 4.0739 -1.5205
H -6.7680 3.3919 -2.8420
H -7.1937 2.9538 -1.2248
H -5.5800 1.3212 -1.0792
H -5.6836 1.3869 -2.8098
H -3.7436 1.9729 -0.0690
H -2.6479 3.0845 -0.8322
H -2.1697 0.4431 -0.3025
H -2.3823 0.5466 -2.0990
H 1.6447 -2.0742 -1.2781
H -0.0215 -2.4657 -0.9262
H 0.9522 -1.4191 0.1699
H 0.9100 -0.8323 -3.5334
H 4.2193 1.9693 0.3825
H 2.7571 4.0695 0.5746
H 0.4102 3.5144 -0.3105
C -10.4491 0.4397 -2.4330
Br -10.2787 2.2973 -2.8946
Br -8.8035 -0.5150 -2.7272
Br -11.0857 0.1981 -0.6381
H -11.1847 0.0102 -3.0976
C -11.1488 -2.9750 -5.0360
Br -11.0524 -1.1379 -5.5940
Br -9.4612 -3.8699 -5.2486
Br -11.8097 -3.1189 -3.2374
H -11.8589 -3.4707 -5.6820
C 0.5118 -4.5419 -2.9163
Br 2.3114 -4.6742 -2.2428
Br 0.4020 -5.1090 -4.7483
Br -0.7291 -5.4990 -1.8063
H 0.2368 -3.4948 -2.8960
C -4.2044 -2.5123 -1.8867
Br -5.7203 -1.5562 -2.5504
Br -2.8281 -2.6656 -3.2139
Br -3.4793 -1.7571 -0.2609
H -4.5388 -3.5116 -1.6471
C -0.5434 6.8529 -0.4020
Br -1.5147 5.3216 -1.0513
Br -1.5023 7.7608 0.9841
Br 1.2399 6.3499 0.1384
H -0.4362 7.5408 -1.2287
C -4.5755 0.5654 -6.2149
Br -6.3549 0.6425 -5.4856
Br -3.2399 0.6035 -4.8316
Br -4.3442 -0.9469 -7.3786
H -4.4379 1.4543 -6.8137
C 2.8156 -7.5002 0.8879
Br 1.9843 -5.8548 1.4622
Br 3.4313 -8.5490 2.3757
Br 1.6660 -8.5409 -0.2484
H 3.6821 -7.2279 0.3017
C 6.0043 -11.6181 4.0662
Br 6.3014 -13.3491 4.8459
Br 5.6182 -11.7416 2.1892
Br 4.6260 -10.6535 5.0111
H 6.9205 -11.0558 4.1749
C 4.5992 6.7379 -2.2120
Br 4.0330 5.0297 -2.9043
Br 4.7620 6.6947 -0.2929
Br 6.2089 7.3493 -3.0435
H 3.8197 7.4489 -2.4458
C 1.5583 9.1761 2.9632
Br 1.6578 11.0262 2.4613
Br 3.2622 8.3008 2.7552
Br 0.8687 8.9440 4.7378
H 0.8692 8.6940 2.2843
C -1.2995 -1.0990 3.3120
Br -1.0464 -0.2484 5.0142
Br -0.8767 0.0863 1.8440
Br -0.3074 -2.7348 3.1769
H -2.3481 -1.3467 3.2245
C -0.2295 2.8356 -6.5863
Br -0.8116 1.2099 -7.4311
Br -0.0867 2.6281 -4.6704
Br 1.4095 3.4875 -7.3456
H -0.9878 3.5833 -6.7676
C -2.2807 3.2835 5.2090
Br -1.2309 3.3674 6.8128
Br -4.1637 3.1986 5.5790
Br -1.8800 4.7305 4.0088
H -2.0183 2.3672 4.7029
C 5.1564 10.7813 4.8043
Br 5.2256 12.6193 4.2527
Br 6.7917 9.8527 4.4070
Br 4.6786 10.6136 6.6611
H 4.3741 10.3044 4.2310
C 8.3489 -8.2782 1.6589
Br 8.7733 -9.9525 2.4951
Br 7.7205 -8.5202 -0.1445
Br 7.1016 -7.2726 2.7235
H 9.2623 -7.7039 1.6075
C 6.9485 2.7068 2.3200
Br 5.4451 3.6555 1.5464
Br 8.3640 2.4942 1.0521
Br 7.5383 3.5361 3.9409
H 6.5973 1.7176 2.5730
C -6.9848 4.4625 3.2063
Br -8.5777 3.5779 3.8136
Br -6.5930 4.0381 1.3689
Br -7.0700 6.3602 3.4924
H -6.1638 4.0868 3.7974
C 0.0180 10.2356 8.8298
Br -0.3365 8.4241 9.3752
Br -0.2416 11.4780 10.2717
Br 1.7678 10.4066 8.0436
H -0.7013 10.4821 8.0622
C -13.5668 -7.1409 -2.0180
Br -15.0908 -6.2617 -2.7904
Br -12.1509 -7.3648 -3.3008
Br -12.9582 -6.2418 -0.4295
H -13.8835 -8.1296 -1.7202
C 6.1053 -2.0195 1.1193
Br 4.5858 -0.9998 0.5126
Br 7.4836 -2.0773 -0.2139
Br 6.7723 -1.3839 2.8106
H 5.7633 -3.0322 1.2787
C 0.3554 -10.3204 -3.8610
Br 0.7020 -8.4880 -4.3266
Br 1.8969 -11.4406 -4.1005
Br -0.3617 -10.4563 -2.0812
H -0.4092 -10.6760 -4.5362
C 8.8880 3.0036 -2.8378
Br 9.0105 4.6579 -3.8051
Br 7.0605 2.4330 -2.6330
Br 9.9700 1.6310 -3.6324
H 9.2763 3.1836 -1.8454
C 11.8445 -11.9185 4.4506
Br 11.2394 -10.1536 4.9176
Br 12.5532 -12.8502 5.9722
Br 10.4525 -12.9336 3.5888
H 12.6490 -11.8048 3.7388
```

**Net charge**: +1
**Highest occupied orbital energy**: -11.065 eV
**Frontier orbital gap**: 8.4 eV

Here are the Löwdin charges for atoms 1 to 99, given in e:
1. C -0.105
2. C -0.287
3. O -0.170
4. C -0.189
5. C -0.212
6. O -0.109
7. N 0.079
8. B -0.580
9. C -0.012
10. O 0.108
11. C -0.299
12. N 0.151
13. C -0.180
14. N 0.085
15. N 0.169
16. H 0.056
17. H 0.068
18. H 0.030
19. H 0.104
20. H 0.013
21. H 0.130
22. H 0.028
23. H -0.047
24. H 0.079
25. H 0.033
26. H 0.060
27. H 0.022
28. H 0.141
29. H 0.009
30. H 0.077
31. H 0.082
32. C -1.657
33. Br 0.594
34. Br 0.489
35. Br 0.592
36. H -0.109
37. C -1.610
38. Br 0.610
39. Br 0.578
40. Br 0.576
41. H -0.026
42. C -1.627
43. Br 0.600
44. Br 0.574
45. Br 0.568
46. H -0.080
47. C -1.547
48. Br 0.599
49. Br 0.617
50. Br 0.672
51. H -0.020
52. C -1.567
53. Br 0.707
54. Br 0.658
55. Br 0.606
56. H -0.016
57. C -1.590
58. Br 0.592
59. Br 0.576
60. Br 0.591
61. H -0.027
62. C -1.618
63. Br 0.523
64. Br 0.533
65. Br 0.540
66. H -0.031
67. C -1.651
68. Br 0.583
69. Br 0.547
70. Br 0.557
71. H -0.096
72. C -1.617
73. Br 0.548
74. Br 0.507
75. Br 0.615
76. H -0.027
77. C -1.634
78. Br 0.614
79. Br 0.572
80. Br 0.587
81. H -0.121
82. C -1.592
83. Br 0.648
84. Br 0.697
85. Br 0.612
86. H -0.024
87. C -1.624
88. Br 0.580
89. Br 0.570
90. Br 0.591
91. H -0.025
92. C -1.666
93. Br 0.591
94. Br 0.624
95. Br 0.557
96. H -0.112
97. C -1.656
98. Br 0.584
99. Br 0.574

---

# C35H28Br2FeNOP2Se

A molecular structure, C35H28Br2FeNOP2Se in a non-equilibrium geometry (ωB97M-V with the def2-TZVPD basis set, OMol25).

Structure (XYZ):
```
71
Properties=species:S:1:pos:R:3
Fe 0.1633 -0.7818 0.9515
Br 6.2598 0.1933 -0.1607
C 5.1048 0.0985 1.3210
C 5.6945 -0.2864 2.5218
C 4.9225 -0.4911 3.6336
Br 5.9703 -0.8033 5.1904
C 3.5269 -0.4678 3.5726
C 2.7610 -0.6431 4.7693
C 1.3938 -0.4784 4.7227
C 0.7709 -0.2721 3.4627
N 1.4459 -0.1900 2.3054
C 2.8758 -0.1189 2.3601
C 3.6722 0.2829 1.1399
O 3.1808 0.7952 0.0940
H 6.7689 -0.4279 2.5072
H 3.2757 -0.8529 5.6892
H 0.7723 -0.6273 5.5894
H -0.3248 -0.2761 3.4239
C -0.2427 0.1301 -2.5116
C -0.7210 -1.1764 -3.1479
P -1.3896 -2.5437 -2.1484
C -2.6193 -1.7811 -1.0686
C -3.8922 -1.4525 -1.5710
C -4.9530 -1.1050 -0.7343
C -4.6934 -1.0508 0.6232
C -3.4847 -1.4665 1.1650
C -2.4511 -1.8593 0.3133
C -0.0059 -3.1084 -1.1865
C 0.1444 -4.4906 -1.1314
C 1.1137 -5.0234 -0.2674
C 2.0050 -4.1560 0.3780
C 1.9329 -2.8074 0.1998
C 0.8867 -2.2331 -0.5984
P -0.8197 0.7367 -0.8704
C 0.2882 2.1761 -0.6540
C 0.3468 2.8099 0.5635
C 1.0953 3.9771 0.7322
C 1.7871 4.5216 -0.3239
C 1.6320 3.9901 -1.6021
C 0.8941 2.8246 -1.7465
C -2.3613 1.6439 -1.2409
C -2.8532 2.5870 -0.3166
C -3.8555 3.4496 -0.7273
C -4.5039 3.3019 -1.9670
C -4.0712 2.3327 -2.8256
C -3.0403 1.4812 -2.4417
H -0.5133 0.9474 -3.2285
H 0.8849 -0.0081 -2.4201
H 0.2288 -1.5827 -3.6376
H -1.4318 -1.0604 -4.0002
H -4.0379 -1.4850 -2.6458
H -5.9178 -0.9075 -1.1699
H -5.5175 -0.7160 1.2272
H -3.3191 -1.4363 2.2298
H -1.6146 -2.3760 0.7759
H -0.5212 -5.1202 -1.7651
H 1.0823 -6.0588 -0.0106
H 2.7939 -4.5343 0.9927
H 2.7187 -2.1517 0.5769
H 1.1738 -1.2845 -1.1640
H -0.2127 2.3904 1.4156
H 1.1038 4.4670 1.7332
H 2.5325 5.3352 -0.2302
H 2.1934 4.4034 -2.4404
H 0.7413 2.4181 -2.7279
H -2.3715 2.7449 0.6682
H -4.1956 4.2461 -0.0524
H -5.3475 3.9442 -2.1910
H -4.5944 2.1384 -3.7540
H -2.8428 0.5745 -3.0212
Se 2.5815 -1.2491 -3.1484
```

**Net charge**: 0
**Highest occupied orbital energy (alpha / beta)**: -6.585 / -6.582 eV
**2S+1**: 6
**Frontier orbital gap (alpha / beta)**: 6.3 / 4.4 eV

Löwdin charges in e:
1. Fe 0.430
2. Br 0.745
3. C -0.622
4. C -0.230
5. C -0.654
6. Br 0.739
7. C -0.203
8. C -0.013
9. C -0.048
10. C -0.143
11. N -0.001
12. C -0.086
13. C -0.437
14. O -0.088
15. H 0.080
16. H 0.072
17. H 0.099
18. H 0.100
19. C -0.454
20. C -0.445
21. P 1.031
22. C -0.419
23. C -0.112
24. C -0.068
25. C -0.086
26. C -0.072
27. C -0.166
28. C -0.437
29. C -0.084
30. C -0.037
31. C -0.065
32. C -0.074
33. C -0.281
34. P 1.052
35. C -0.367
36. C -0.137
37. C -0.080
38. C -0.090
39. C -0.068
40. C -0.075
41. C -0.331
42. C -0.080
43. C -0.077
44. C -0.086
45. C -0.085
46. C -0.106
47. H 0.091
48. H -0.075
49. H -0.012
50. H 0.079
51. H 0.105
52. H 0.107
53. H 0.100
54. H 0.101
55. H 0.085
56. H 0.108
57. H 0.100
58. H 0.107
59. H 0.105
60. H 0.011
61. H 0.095
62. H 0.117
63. H 0.115
64. H 0.108
65. H 0.084
66. H 0.107
67. H 0.109
68. H 0.104
69. H 0.107
70. H 0.087
71. Se 0.516